1.
A structure of composition C20H46OP4V in a non-equilibrium geometry. Source: OMol25; level of theory: ωB97M-V with the def2-TZVPD basis set.

```
72
C20H46OP4V (ωB97M-V with the def2-TZVPD basis set)
V 0.7930 -0.5587 -0.4257
P 0.9493 1.9139 -0.4896
P 2.3116 -1.6704 0.7650
P -0.5105 0.0991 1.9832
H -0.9837 -1.6525 -2.4919
C -0.8321 -1.1793 -1.4748
C -1.4920 0.1785 -1.5288
H -1.3617 0.6708 -2.4960
C 1.6740 2.4823 -2.0932
C 2.4089 1.9463 0.5915
C 0.1338 3.4806 0.0260
C 1.4242 -3.1744 1.2771
C 3.7786 -2.3713 -0.0553
C 3.2085 -1.0979 2.2317
C -1.5134 1.5665 2.4870
C 0.5466 0.1240 3.4887
C -1.5895 -1.3243 2.4027
H -1.1741 -1.8613 -0.6863
H -2.5792 -0.0532 -1.4333
H 0.8973 2.4914 -2.8709
H 2.4719 1.8060 -2.4417
H 2.0898 3.5011 -2.0171
H 3.0455 1.0703 0.4610
H 2.1030 1.9572 1.6343
H 3.0190 2.8321 0.4156
H -0.9408 3.4133 -0.1735
H 0.5246 4.3473 -0.5298
H 0.2917 3.6777 1.0896
H 2.0504 -3.6637 2.0262
H 1.2923 -3.8412 0.4181
H 0.4394 -2.9644 1.7057
H 4.3237 -2.9461 0.7058
H 4.4230 -1.5613 -0.4070
H 3.5366 -3.0315 -0.8874
H 2.9845 -1.7517 3.0730
H 2.9965 -0.0686 2.5111
H 4.2848 -1.1455 2.0322
H -1.3501 1.7702 3.5533
H -2.5830 1.3962 2.3067
H -1.2078 2.4498 1.9193
H -0.0862 0.3183 4.3623
H 1.2818 0.9351 3.4143
H 1.0610 -0.8277 3.6313
H -2.4202 -0.9944 3.0366
H -1.0156 -2.0763 2.9559
H -2.0094 -1.7926 1.5059
C -3.8371 1.8255 -0.1203
C -3.9976 0.5097 0.4592
C -5.0511 0.2378 1.3196
C -6.0778 1.1646 1.4588
C -6.0602 2.3510 0.7387
C -4.9558 2.7126 -0.0319
O -2.7605 2.3025 -0.6162
H -1.5611 1.0998 -0.7931
H -3.2475 -0.2612 0.2503
H -5.0482 -0.6831 1.8922
H -6.9604 0.9249 2.0566
H -6.8576 3.1020 0.8177
H -4.8318 3.6650 -0.5541
C 1.1899 -3.0319 -2.5374
P 1.7075 -1.2586 -2.4943
C 3.4112 -1.5026 -3.1494
C 1.0272 -0.4074 -3.9208
H 1.9592 -3.6746 -2.0898
H 1.0576 -3.2735 -3.6004
H 0.2512 -3.2426 -2.0110
H 3.4192 -2.4866 -3.6487
H 4.1886 -1.4651 -2.3800
H 3.5925 -0.7053 -3.8836
H 1.7691 0.3173 -4.2440
H 0.8926 -1.1474 -4.7072
H 0.0847 0.1075 -3.7196
```

Results
- E_tot: -86328.7902 eV
- E_HOMO (alpha / beta): -18.945 / -19.656 eV
- Spin multiplicity: 2
- Charge: +4
- <S²>: 0.78
- Energy above the lowest of the compared OMol25 structures with the same formula, charge and spin: 0.0 kJ/mol

=====

2.
An isolated molecule of C5H8 in a non-equilibrium geometry. Source: OMol25; level of theory: ωB97M-V with the def2-TZVPD basis set.

```
13
C5H8 (ωB97M-V with the def2-TZVPD basis set)
C 1.3208 1.7853 1.2767
C 0.5316 1.4153 0.4342
C -0.4737 -1.4910 0.2358
C -0.3916 0.8179 -0.4966
C -0.0516 -0.6016 -0.8197
H 1.9221 2.3644 1.9777
H -1.5253 -1.6095 0.4003
H -0.2418 -1.0294 1.1591
H 0.1010 -2.4570 0.0304
H -1.3775 0.8513 -0.0286
H -0.2495 1.4131 -1.3295
H -0.5651 -0.8815 -1.6856
H 1.0005 -0.5772 -1.1543
```

Results
- E_tot: -5312.0706 eV
- E_HOMO: -9.857 eV
- SMILES: C#CCCC
- Energy above the lowest of the compared OMol25 structures with the same formula, charge and spin: 202.3 kJ/mol

=====

3.
A structure of composition C13H23FMoNO2PS2Si in a non-equilibrium geometry. Source: OMol25; level of theory: ωB97M-V with the def2-TZVPD basis set.

```
45
C13H23FMoNO2PS2Si (ωB97M-V with the def2-TZVPD basis set)
Mo 0.1538 -0.2930 0.2587
C -2.0365 -1.1582 -2.3795
Si -1.1409 -2.2777 -1.2609
C -1.2332 -4.0861 -1.3932
C -1.6301 -1.8465 0.5914
N 0.5905 -1.5359 -1.1423
C 1.6635 -1.8622 -1.9171
C 1.7008 -3.0406 -2.7157
C 2.7924 -3.3166 -3.4698
C 3.9193 -2.4226 -3.4892
C 3.9187 -1.2400 -2.7561
C 2.8247 -0.9772 -1.9918
F 2.7623 0.1347 -1.2991
H -3.0169 -1.5778 -2.6325
H -1.4915 -1.0125 -3.3156
H -2.2051 -0.1863 -1.9195
H -2.2160 -4.3910 -1.0177
H -0.4677 -4.5911 -0.8043
H -1.1748 -4.4031 -2.4382
H -2.7249 -1.8406 0.6103
H -1.4655 -0.8546 1.0851
H -1.2703 -2.5928 1.2985
H 0.8685 -3.7256 -2.7082
H 2.8208 -4.2206 -4.0648
H 4.7873 -2.6731 -4.0896
H 4.7459 -0.5425 -2.7847
C -0.2829 6.0083 2.6271
C -0.0448 5.3191 1.3116
O -0.5261 3.8910 1.4224
P 0.3614 2.6315 1.3999
S 1.7463 -0.1983 1.6175
S 0.0570 1.6980 -0.6930
O -0.7014 1.4811 1.9053
C -1.3664 1.6274 3.2547
C -1.7141 0.2618 3.7672
H -0.0688 7.0696 2.4981
H 0.3680 5.6247 3.4104
H -1.3213 5.9086 2.9376
H 1.0059 5.3055 1.0271
H -0.6258 5.7391 0.5034
H -2.2375 2.2505 3.0889
H -0.6680 2.1445 3.9112
H -2.4122 -0.2465 3.0987
H -2.2181 0.3697 4.7296
H -0.8265 -0.3520 3.9282
```

Results
- E_tot: -62821.3523 eV
- E_HOMO (alpha / beta): -18.695 / -19.020 eV
- Spin multiplicity: 2
- Charge: +3
- <S²>: 0.79